Record 1
175
Properties=species:S:1:pos:R:3:forces:R:3:lowdin_charge:R:1 method="wB97M-V/def2-TZVPD" charge=+1 s_squared=3.7624 largest_force_ev_per_a=2.3 spin_multiplicity=4 gap_ev="7.048 / 8.075" lumo_ev="-2.395 / -2.395"
C -4.281 4.377 3.303 0.0 -0.1 0.0 -0.10
O -3.330 3.836 2.403 -0.3 0.0 -0.2 -0.20
C -3.068 4.647 1.272 0.3 0.2 0.1 -0.25
C -1.959 5.641 1.584 0.7 -0.5 -0.1 -0.16
C -0.585 4.947 1.642 0.0 0.3 -0.2 -0.20
C -0.033 4.626 0.241 -0.2 0.3 0.1 -0.19
C 0.817 5.768 -0.347 0.2 -0.3 -0.1 -0.20
C 2.337 5.568 -0.279 0.1 0.0 0.4 -0.19
C 2.880 5.006 1.055 0.2 0.2 -0.3 -0.19
C 3.230 3.521 1.020 -0.2 -0.2 -0.1 -0.21
C 4.487 3.221 0.197 0.0 -0.1 0.5 -0.18
C 4.996 1.787 0.423 -0.3 0.0 0.3 -0.16
C 4.139 0.854 -0.425 0.2 0.3 0.4 -0.07
N 4.658 -0.563 -0.728 -0.3 0.5 -0.7 0.07
C 4.732 -1.380 0.536 -0.1 0.1 0.3 -0.38
F 5.431 -0.690 1.429 0.3 -0.1 0.0 0.20
F 3.474 -1.442 0.970 -0.1 0.1 0.0 0.19
C 5.320 -2.845 0.497 0.5 0.1 0.2 -0.32
F 5.234 -3.426 -0.711 -0.2 0.1 0.0 0.16
F 6.611 -2.784 0.857 -0.2 -0.1 -0.1 0.17
C 4.610 -3.778 1.523 0.2 -0.1 -0.4 -0.58
F 3.371 -4.033 1.147 -0.3 0.0 0.0 0.20
F 4.629 -3.235 2.727 -0.1 0.2 0.3 0.21
F 5.290 -4.912 1.547 0.2 -0.3 0.1 0.21
C 5.918 -0.362 -1.546 1.2 0.2 -0.7 -0.20
F 6.829 -1.330 -1.242 -0.4 -0.2 0.1 0.10
C 5.501 -0.404 -3.015 0.3 0.3 0.5 -0.19
C 6.705 -0.545 -3.947 -0.3 -0.4 -0.3 -0.12
C 6.699 0.435 -5.121 0.5 0.0 -0.1 -0.16
C 6.730 1.898 -4.729 -0.2 0.0 0.1 -0.27
O 7.880 2.109 -3.923 -0.2 0.0 0.1 -0.05
C 4.495 -1.551 -2.970 0.4 1.2 -0.7 -0.18
C 3.750 -1.998 -4.234 -0.1 -0.3 0.2 -0.13
C 3.845 -3.515 -4.295 0.2 -0.3 -0.2 -0.82
O 4.840 -4.096 -4.579 -0.2 0.2 0.0 0.05
I 2.078 -4.573 -3.703 0.1 0.2 -0.2 1.08
C 3.630 -1.236 -1.745 -0.5 -2.2 0.7 -0.13
N 2.335 -0.653 -1.732 0.3 0.3 -1.8 0.08
C 1.939 0.566 -2.426 0.1 0.3 0.5 -0.45
C 2.355 0.908 -3.824 -0.1 0.2 -0.2 0.04
O 1.250 1.320 -1.797 -0.2 -0.1 0.0 0.15
C 1.241 -1.571 -1.501 -0.1 0.0 0.8 -0.45
C 0.017 -1.413 -2.341 -0.1 0.4 -0.1 0.02
O 1.342 -2.388 -0.635 0.2 -0.4 -0.1 0.12
H -3.829 4.533 4.284 0.0 0.0 0.0 0.08
H -5.113 3.675 3.395 0.0 0.0 0.1 0.08
H -4.690 5.328 2.954 0.1 0.1 -0.1 0.09
H -3.960 5.173 0.922 -0.1 -0.1 0.1 0.11
H -2.760 3.962 0.480 0.0 0.0 -0.1 0.12
H -1.895 6.422 0.822 -0.2 0.1 0.1 0.12
H -2.129 6.081 2.568 -0.3 0.2 -0.1 0.12
H 0.102 5.648 2.121 0.1 -0.2 0.2 0.10
H -0.655 4.055 2.266 0.0 0.0 0.1 0.11
H -0.881 4.481 -0.431 0.0 -0.2 0.0 0.10
H 0.522 3.690 0.259 0.0 0.0 -0.1 0.08
H 0.557 5.899 -1.399 0.0 0.2 0.0 0.11
H 0.571 6.699 0.167 -0.1 0.0 0.0 0.11
H 2.812 6.536 -0.446 0.0 0.0 -0.2 0.11
H 2.671 4.913 -1.088 -0.1 0.0 -0.1 0.10
H 3.807 5.538 1.293 0.0 0.0 0.1 0.11
H 2.197 5.220 1.876 -0.1 -0.1 0.0 0.10
H 2.396 2.944 0.612 -0.1 0.0 0.1 0.09
H 3.386 3.162 2.041 0.1 0.0 0.0 0.12
H 5.273 3.900 0.530 0.0 0.1 -0.2 0.12
H 4.284 3.386 -0.864 0.2 0.2 -0.1 0.11
H 6.068 1.711 0.252 0.0 0.0 -0.2 0.11
H 4.843 1.554 1.476 0.1 0.0 0.0 0.12
H 4.032 1.304 -1.411 0.0 -0.1 0.0 0.12
H 3.155 0.771 0.026 0.0 -0.2 -0.2 0.14
H 6.419 0.584 -1.361 -0.3 0.1 0.6 0.17
H 5.087 0.591 -3.180 -0.4 -0.2 -0.1 0.11
H 7.648 -0.452 -3.413 0.0 0.1 0.1 0.13
H 6.692 -1.561 -4.353 0.1 0.0 0.0 0.13
H 5.888 0.246 -5.829 -0.2 0.0 0.2 0.12
H 7.619 0.246 -5.681 0.0 0.0 -0.1 0.13
H 5.829 2.195 -4.172 -0.1 -0.1 0.0 0.10
H 6.734 2.513 -5.633 0.2 0.0 0.0 0.12
H 7.822 2.984 -3.524 0.1 0.0 -0.1 0.10
H 5.157 -2.382 -2.731 -0.2 -0.2 0.4 0.14
H 4.254 -1.639 -5.131 -0.1 0.2 0.0 0.14
H 2.696 -1.745 -4.221 0.0 0.3 -0.1 0.06
H 3.418 -2.235 -1.355 0.1 0.2 0.5 0.14
H 2.138 0.134 -4.555 0.1 -0.1 0.1 0.08
H 1.794 1.798 -4.103 0.0 0.0 0.1 0.11
H 3.411 1.170 -3.878 0.0 -0.1 -0.1 0.07
H 0.234 -1.117 -3.367 0.1 0.0 0.0 0.09
H -0.594 -0.621 -1.905 -0.1 -0.1 0.0 0.11
H -0.517 -2.356 -2.346 -0.1 0.0 0.1 0.10
C -7.644 2.086 -1.725 0.0 0.1 -0.1 -0.03
C -7.188 3.354 -0.969 0.0 -1.1 -0.3 -0.48
C -8.204 3.711 0.119 -0.2 0.4 0.1 -0.13
C -9.492 4.334 -0.418 0.1 0.0 -0.1 -0.17
C -9.185 5.513 -1.341 0.0 0.0 0.4 -0.13
C -8.223 5.153 -2.473 -0.5 -0.2 -0.9 -0.50
N -7.000 4.502 -1.910 -0.2 1.0 1.3 -0.09
O -6.179 5.377 -1.430 0.1 -0.3 -0.4 -0.03
C -8.924 4.242 -3.494 0.1 -0.1 0.1 -0.03
C -7.813 6.408 -3.231 0.2 0.2 0.1 -0.04
C -5.848 3.030 -0.324 0.2 0.1 0.1 -0.04
H -7.260 2.076 -2.744 0.0 0.0 0.0 0.09
H -7.263 1.196 -1.225 0.0 0.0 0.1 0.08
H -8.726 1.978 -1.766 0.0 0.0 0.0 0.07
H -7.740 4.417 0.816 0.1 0.0 -0.1 0.12
H -8.429 2.810 0.693 0.0 0.0 0.0 0.13
H -10.092 3.585 -0.941 0.0 0.0 0.0 0.10
H -10.101 4.678 0.420 0.0 0.0 0.0 0.11
H -10.107 5.902 -1.777 0.0 0.0 -0.1 0.13
H -8.751 6.324 -0.749 0.1 0.0 0.0 0.13
H -8.216 3.890 -4.245 0.0 0.0 0.0 0.09
H -9.699 4.811 -4.006 0.0 0.1 0.0 0.09
H -9.411 3.377 -3.053 0.0 0.0 0.0 0.06
H -7.390 7.164 -2.573 0.0 -0.1 0.0 0.08
H -8.693 6.834 -3.712 0.0 0.0 0.0 0.09
H -7.078 6.176 -4.004 0.0 0.0 0.0 0.09
H -5.088 2.821 -1.079 0.0 0.0 0.0 0.10
H -5.952 2.149 0.309 -0.1 0.0 0.0 0.09
H -5.495 3.842 0.303 0.0 0.0 -0.1 0.05
C 2.067 -9.460 -1.039 0.0 -0.1 -0.1 -0.02
C 0.898 -8.490 -1.319 1.0 -0.3 0.4 -0.48
C -0.108 -8.530 -0.165 -0.4 0.0 0.0 -0.13
C -0.981 -9.784 -0.152 0.1 0.0 -0.1 -0.17
C -1.642 -10.002 -1.513 -0.1 0.2 0.3 -0.13
C -0.642 -10.030 -2.669 0.3 -0.9 -0.3 -0.50
N 0.226 -8.813 -2.615 -1.3 0.8 0.6 -0.09
O -0.372 -7.779 -3.108 0.4 -0.2 -0.3 -0.04
C 0.196 -11.317 -2.613 0.1 0.1 0.1 -0.03
C -1.379 -10.056 -4.001 -0.1 0.2 -0.1 -0.04
C 1.494 -7.096 -1.431 -0.1 0.2 0.0 -0.12
H 2.512 -9.819 -1.967 0.0 0.0 0.0 0.09
H 2.851 -8.950 -0.480 -0.1 0.1 0.0 0.08
H 1.773 -10.322 -0.444 0.0 0.0 0.0 0.07
H -0.760 -7.654 -0.233 0.0 0.0 -0.1 0.12
H 0.440 -8.438 0.776 0.1 0.0 0.0 0.13
H -0.392 -10.660 0.133 0.0 0.0 0.0 0.10
H -1.752 -9.677 0.613 0.0 0.0 0.0 0.11
H -2.203 -10.939 -1.515 0.0 0.0 0.0 0.13
H -2.368 -9.202 -1.688 0.1 0.0 -0.1 0.13
H 0.986 -11.296 -3.365 0.0 0.0 0.0 0.09
H -0.447 -12.170 -2.829 -0.1 0.0 0.0 0.09
H 0.651 -11.507 -1.645 0.0 0.0 0.0 0.06
H -2.078 -9.229 -4.099 0.1 0.0 0.0 0.08
H -1.944 -10.984 -4.073 0.0 -0.1 0.0 0.09
H -0.679 -10.014 -4.836 0.0 0.0 0.0 0.09
H 2.172 -7.036 -2.282 0.0 -0.1 0.1 0.02
H 2.055 -6.855 -0.527 0.0 -0.1 0.1 0.09
H 0.723 -6.335 -1.544 0.0 -0.1 -0.1 0.05
C 1.553 1.518 6.828 0.0 -0.1 -0.1 -0.03
C 0.253 2.344 6.714 1.0 -0.1 0.2 -0.49
C -0.636 2.101 7.936 -0.4 0.0 0.1 -0.13
C -1.342 0.746 7.933 0.1 0.0 -0.1 -0.17
C -2.087 0.524 6.619 -0.1 0.2 0.3 -0.13
C -1.196 0.697 5.389 0.4 -0.9 -0.5 -0.50
N -0.483 2.012 5.452 -1.3 0.5 0.8 -0.09
O -1.270 2.973 5.098 0.4 0.0 -0.3 -0.03
C -0.205 -0.474 5.287 0.1 0.1 0.1 -0.04
C -2.039 0.658 4.121 -0.2 0.2 -0.1 -0.04
C 0.662 3.811 6.670 -0.1 0.2 -0.1 -0.05
H 1.956 1.281 5.843 0.0 0.0 0.0 0.08
H 2.313 2.089 7.361 -0.1 0.1 0.0 0.08
H 1.423 0.588 7.378 0.0 0.0 0.0 0.07
H -1.395 2.889 7.982 0.0 0.0 -0.1 0.13
H -0.025 2.207 8.835 0.1 0.0 0.0 0.13
H -0.626 -0.061 8.109 0.0 0.0 0.0 0.10
H -2.050 0.708 8.763 0.0 0.0 0.0 0.11
H -2.526 -0.475 6.595 0.0 0.0 0.0 0.13
H -2.918 1.234 6.558 0.1 0.1 -0.1 0.13
H 0.507 -0.306 4.477 0.0 0.0 0.0 0.09
H -0.754 -1.389 5.065 -0.1 0.0 0.0 0.09
H 0.356 -0.661 6.199 0.0 0.0 0.0 0.06
H -2.838 1.396 4.134 0.1 0.1 0.0 0.07
H -2.491 -0.330 4.028 0.0 -0.1 0.0 0.09
H -1.426 0.841 3.237 0.0 0.0 0.0 0.09
H 1.259 4.025 5.782 0.0 0.0 0.0 0.09
H 1.262 4.034 7.552 0.0 0.0 0.0 0.09
H -0.198 4.476 6.673 0.0 0.0 -0.1 0.08

Record 2
33
Properties=species:S:1:pos:R:3:forces:R:3:lowdin_charge:R:1 method="wB97M-V/def2-TZVPD" smiles=O.O.O.O.O.O.O.O.O.O.O largest_force_ev_per_a=0.3 gap_ev=11.067 relative_energy_kcal_mol=63.9 lumo_ev=-0.276
O 0.352 -0.217 -0.098 0.3 0.1 -0.1 -0.05
H 0.188 -1.003 0.423 0.0 -0.2 0.2 0.02
H -0.494 -0.011 -0.495 -0.2 0.1 -0.1 0.03
O -0.175 4.064 4.019 0.2 -0.1 0.1 -0.05
H -0.316 4.078 3.072 0.0 0.0 -0.3 0.03
H -0.914 4.554 4.379 -0.2 0.1 0.1 0.03
O 1.946 2.372 -5.231 -0.1 0.1 -0.2 -0.06
H 1.499 1.827 -4.583 -0.1 -0.1 0.2 0.02
H 2.864 2.360 -4.960 0.3 0.0 0.1 0.03
O -3.024 1.567 -3.413 0.2 0.0 0.2 -0.05
H -2.980 2.261 -4.071 0.1 0.2 -0.2 0.03
H -3.902 1.198 -3.512 -0.2 -0.1 0.0 0.03
O -4.767 1.169 2.656 -0.1 0.0 0.2 -0.05
H -4.366 1.911 2.205 0.1 0.3 -0.1 0.02
H -4.586 0.418 2.090 0.0 -0.2 -0.1 0.03
O -3.190 4.352 -0.145 -0.1 -0.1 0.2 -0.05
H -2.841 5.232 -0.286 0.1 0.2 0.0 0.03
H -3.248 3.973 -1.022 0.0 -0.2 -0.2 0.02
O 4.059 -1.234 -3.745 0.1 0.2 0.0 -0.05
H 3.505 -1.636 -3.076 -0.1 -0.1 0.2 0.03
H 3.631 -1.451 -4.573 -0.1 0.0 -0.3 0.03
O -0.263 -4.211 1.246 -0.1 0.2 0.1 -0.05
H -0.190 -4.382 0.307 -0.1 -0.1 -0.3 0.03
H 0.472 -4.687 1.634 0.2 -0.1 0.2 0.03
O 4.676 -4.769 -0.278 0.1 0.0 -0.1 -0.05
H 3.862 -5.240 -0.455 -0.2 -0.2 -0.1 0.02
H 4.504 -4.288 0.531 0.0 0.2 0.2 0.03
O -3.705 -3.396 4.456 -0.1 0.2 0.1 -0.05
H -3.909 -4.274 4.778 -0.1 -0.2 0.1 0.03
H -3.075 -3.539 3.750 0.2 0.0 -0.2 0.02
O 5.089 1.160 1.262 0.2 0.1 -0.1 -0.05
H 4.342 0.664 0.926 -0.2 -0.1 -0.2 0.02
H 4.957 1.179 2.210 0.0 0.1 0.2 0.03